Density functional theory data (ωB97M-V with the def2-TZVPD basis set) for a cluster of 2 separate species, C5H6N4O3 in total.

The geometry in XYZ format:
```
18
Properties=species:S:1:pos:R:3:forces:R:3
C 1.855473 0.646988 -0.002500 0.3 0.2 -0.2
C 2.083153 -0.186835 1.027800 0.1 -0.2 0.4
C 3.606636 -0.415730 -0.468740 -0.7 0.7 -0.2
C -2.231262 -0.136453 0.137809 -0.3 -0.6 -0.3
C -3.040437 -0.982155 -0.560845 0.1 0.4 0.3
H 0.984445 1.954260 -1.018727 0.0 0.1 0.0
H 1.602461 -0.407088 1.968059 0.1 0.0 -0.2
H 4.478113 -0.818889 -0.918212 0.5 -0.3 -0.2
H -0.577614 0.715901 0.811107 -0.1 -0.2 -0.2
H -0.309955 -0.413545 -0.394693 -0.2 0.1 0.3
H -2.892602 -1.879730 -1.136158 0.0 0.1 0.1
N 2.829197 0.500498 -0.965436 0.2 -0.4 0.3
N -0.876909 -0.156565 0.404370 -0.8 -0.7 0.2
N -4.252354 0.618604 0.341413 0.7 -0.2 0.0
N -3.043664 0.825986 0.664652 -0.6 0.2 0.1
O 0.846018 1.530080 -0.163134 1.0 0.6 -0.3
O 3.234161 -0.881924 0.719557 -0.1 0.0 0.1
O -4.294855 -0.513396 -0.446327 -0.1 0.0 0.0
```
Positions in Å, forces in eV/Å.

Results
Energy above the lowest of the compared OMol25 structures with the same formula, charge and spin: 3.33 kcal per mole
Gap between HOMO and LUMO: 9.2 eV
Net charge: 0
Molar mass: 170.1 Da
Strongest force on any atom: 1.21 eV/A
Structure (SMILES): Nc1conn1.Oc1cocn1
Lowest unoccupied orbital energy: 0.5541 eV
Multiplicity: 1
Total energy: -638.78304 hartree

=====

Density functional theory data (ωB97M-V with the def2-TZVPD basis set) for the molecule C5H7NO2.

The geometry in XYZ format:
```
15
Properties=species:S:1:pos:R:3:forces:R:3
C -1.422802 0.114047 0.336747 -0.1 -1.8 0.9
C -0.545224 -0.739851 -0.627290 1.2 3.6 2.7
C 0.846817 -1.240682 -0.240766 -0.6 -0.7 4.0
C 0.695795 1.456409 -0.104693 2.9 -0.1 3.7
C -0.529142 0.884749 -0.618611 0.6 -1.7 -1.1
H -0.214358 -0.506864 1.742140 -3.6 2.4 1.0
H -2.506283 0.017345 0.210683 0.4 0.5 -0.5
H -0.920762 -1.112254 -1.517072 -1.0 -0.9 -1.3
H 0.921094 -2.287198 0.223758 -0.3 1.4 -1.1
H 1.526978 -1.067561 -0.970631 1.6 -0.3 -3.1
H 0.846445 2.547664 -0.266404 -0.1 -0.9 0.4
H -0.735304 1.436782 -1.550996 -1.1 -0.6 0.7
N 1.589487 0.944904 0.763682 -1.6 0.2 -3.4
O -1.190999 0.038398 1.778418 4.3 -2.1 -2.8
O 1.638253 -0.485882 0.841036 -2.6 0.8 0.0
```
Positions in Å, forces in eV/Å.

Results
Energy above the lowest of the compared OMol25 structures with the same formula, charge and spin: 117.19 kcal per mole
Gap between HOMO and LUMO: 9.8 eV
Net charge: 0
Molar mass: 113.1 Da
Strongest force on any atom: 5.56 eV/A
Structure (SMILES): O[C@H]1[C@H]2C=NOC[C@@H]12
Lowest unoccupied orbital energy: 0.7148 eV
Multiplicity: 1
Total energy: -399.77881 hartree

=====

Density functional theory data (ωB97M-V with the def2-TZVPD basis set) for a structure of composition C54H38BiI4N4.

The geometry in XYZ format:
```
101
Properties=species:S:1:pos:R:3:forces:R:3
Bi 0.252160 0.281200 -0.098926 -0.1 -0.1 -0.2
I 7.130174 3.566067 6.198419 -0.1 0.0 -0.1
C 5.542841 2.905518 5.013121 0.1 0.0 0.1
C 5.679607 2.880619 3.632963 0.0 0.0 0.0
C 4.620423 2.445034 2.850730 0.0 0.0 0.0
C 3.428398 2.026828 3.434619 0.0 0.0 0.0
C 3.308101 2.060867 4.820550 0.0 0.0 0.0
C 4.359145 2.499402 5.612149 0.0 0.0 0.0
C 2.294887 1.566566 2.582271 0.0 0.0 0.0
C 1.928640 0.224776 2.644806 0.0 -0.1 0.0
C 2.567688 -0.761024 3.468704 0.0 0.0 0.0
C 1.906655 -1.929205 3.291295 0.0 0.0 0.0
C 0.845956 -1.685251 2.355656 0.0 0.0 0.0
C -0.091869 -2.638156 1.958953 0.0 0.0 0.0
C 0.015029 -4.009026 2.541737 0.0 0.0 0.0
C -0.278356 -4.235025 3.883052 0.0 0.0 0.0
C -0.167888 -5.504815 4.429113 0.0 0.0 0.0
C 0.239613 -6.561104 3.627307 0.0 -0.1 0.0
I 0.426517 -8.474409 4.444348 0.0 0.1 0.0
C 0.526189 -6.357226 2.285272 0.0 0.0 0.0
C 0.408986 -5.082858 1.750173 0.0 0.0 0.0
C -1.165256 -2.388695 1.100659 0.0 0.1 0.0
N -1.375598 -1.242962 0.377925 0.1 -0.1 0.1
C -2.553154 -1.403573 -0.307168 0.0 -0.1 0.1
C -3.153103 -0.471498 -1.146917 0.0 0.0 -0.1
C -4.379088 -0.894481 -1.882405 0.0 0.0 0.0
C -4.289444 -1.814528 -2.921186 0.0 0.0 0.0
C -5.422967 -2.215084 -3.613717 0.0 0.0 0.0
C -6.657887 -1.692514 -3.260529 -0.1 0.0 0.0
I -8.369625 -2.288557 -4.297129 0.1 0.0 0.0
C -6.765983 -0.776894 -2.222594 0.0 0.0 0.0
C -5.626206 -0.380481 -1.539545 0.0 0.0 0.0
C -2.720256 0.848629 -1.299354 0.0 0.0 0.0
C -3.367806 1.832438 -2.115129 0.0 0.0 0.0
C -2.682566 2.993228 -1.966362 0.0 0.0 0.0
C -1.604776 2.738316 -1.056667 0.0 0.1 0.0
N -1.641203 1.419360 -0.675655 0.0 0.1 0.0
C -0.709207 3.709790 -0.595713 0.0 0.0 0.0
C 0.280528 3.497860 0.365233 0.0 -0.1 0.0
C 1.066211 4.533048 0.971387 0.0 0.0 0.0
C 1.899954 3.938279 1.860490 0.0 0.0 0.0
C 1.637788 2.528705 1.810219 0.0 0.0 0.0
N 0.635918 2.289263 0.912999 -0.1 0.0 -0.2
C -0.862624 5.099484 -1.118879 0.0 0.0 0.0
C 0.094095 5.642183 -1.970016 0.0 0.0 0.0
C -0.041528 6.934682 -2.454936 0.0 0.0 0.0
C -1.139344 7.694368 -2.078732 0.0 0.1 0.0
I -1.348866 9.641567 -2.802683 0.0 -0.1 0.0
C -2.098532 7.171134 -1.223447 0.0 0.0 0.0
C -1.956786 5.875956 -0.748749 0.0 0.0 0.0
C -3.114743 -2.683944 0.022189 0.0 0.0 0.0
C -2.260599 -3.289913 0.881396 0.0 0.0 0.0
N 0.888566 -0.369408 1.963943 0.0 0.0 0.1
H 6.603023 3.198471 3.168956 0.0 0.0 0.0
H 4.723890 2.429646 1.772001 0.0 0.0 0.0
H 2.379625 1.752031 5.285752 0.0 0.0 0.0
H 4.252500 2.529227 6.687638 0.0 0.0 0.0
H 3.410787 -0.570902 4.111578 0.0 0.0 0.0
H 2.102382 -2.876707 3.764775 0.0 0.0 0.0
H -0.600688 -3.407755 4.504208 0.0 0.0 0.0
H -0.399645 -5.668814 5.472421 0.0 0.0 0.0
H 0.839019 -7.182401 1.660703 0.0 0.0 0.0
H 0.632116 -4.922236 0.701718 0.0 0.0 0.0
H -3.321742 -2.221570 -3.192194 0.0 0.0 0.0
H -5.342614 -2.928058 -4.422674 0.0 0.0 0.0
H -7.731116 -0.376519 -1.944788 0.0 0.0 0.0
H -5.709134 0.330242 -0.726116 0.0 0.0 0.0
H -4.244905 1.660321 -2.716187 0.0 0.0 0.0
H -2.893949 3.944230 -2.425144 0.0 0.0 0.0
H 0.963570 5.585164 0.763319 0.0 0.0 0.0
H 2.609337 4.410050 2.519940 0.0 0.0 0.0
H 0.951730 5.047983 -2.261972 0.0 0.0 0.0
H 0.704153 7.344763 -3.121901 0.0 0.0 0.0
H -2.949283 7.768134 -0.925369 0.0 0.0 0.0
H -2.700051 5.466331 -0.075400 0.0 0.0 0.0
H -4.060521 -3.051069 -0.341045 0.0 0.0 0.0
H -2.374711 -4.249584 1.357826 0.0 0.0 0.0
C 0.261175 -2.718254 -4.872293 0.0 0.0 0.0
C -0.181786 -2.386027 -3.442300 0.0 0.0 0.0
C -0.817657 -3.615342 -2.803568 0.0 0.0 -0.1
C 0.979968 -1.821062 -2.644353 0.0 0.0 0.1
C 1.619084 -0.655896 -3.078071 0.0 0.0 0.0
C 2.716022 -0.138126 -2.408684 0.1 0.0 0.0
C 3.217256 -0.751667 -1.258983 0.0 0.0 0.0
C 4.409017 -0.191780 -0.529746 -0.1 0.0 0.0
C 2.568435 -1.896346 -0.806938 0.0 0.0 0.0
C 1.472827 -2.424163 -1.489795 0.0 0.0 0.0
H -0.589157 -3.066164 -5.459800 0.0 0.0 0.0
H 1.011574 -3.511176 -4.856555 0.0 0.0 0.0
H 0.690869 -1.856782 -5.382078 0.0 0.0 0.0
H -0.944213 -1.597775 -3.502257 0.0 0.0 0.0
H -0.103794 -4.441500 -2.757090 0.0 0.0 0.0
H -1.657106 -3.956938 -3.411364 0.0 0.0 0.0
H -1.190782 -3.422498 -1.797950 0.0 0.0 0.1
H 1.261222 -0.153377 -3.969590 0.0 0.0 0.0
H 3.208297 0.746645 -2.797116 0.0 0.0 0.0
H 4.127986 0.682769 0.064414 0.0 0.0 0.0
H 5.182967 0.121628 -1.230023 0.0 0.0 0.0
H 4.836007 -0.929174 0.148313 0.0 0.0 0.0
H 2.930997 -2.397608 0.084585 0.0 0.0 0.0
H 1.008163 -3.324933 -1.112077 0.0 0.0 0.0
```
Positions in Å, forces in eV/Å.

Results
Energy above the lowest of the compared OMol25 structures with the same formula, charge and spin: 0.88 kcal per mole
Gap between HOMO and LUMO: 5.6 eV
Net charge: +1
Molar mass: 1459.5 Da
Strongest force on any atom: 0.19 eV/A
Lowest unoccupied orbital energy: -4.2378 eV
Multiplicity: 1
Total energy: -3704.84522 hartree

=====

Please write out number 1 again, unchanged.
Density functional theory data (ωB97M-V with the def2-TZVPD basis set) for a cluster of 2 separate species, C5H6N4O3 in total.

The geometry in XYZ format:
```
18
Properties=species:S:1:pos:R:3:forces:R:3
C 1.855473 0.646988 -0.002500 0.3 0.2 -0.2
C 2.083153 -0.186835 1.027800 0.1 -0.2 0.4
C 3.606636 -0.415730 -0.468740 -0.7 0.7 -0.2
C -2.231262 -0.136453 0.137809 -0.3 -0.6 -0.3
C -3.040437 -0.982155 -0.560845 0.1 0.4 0.3
H 0.984445 1.954260 -1.018727 0.0 0.1 0.0
H 1.602461 -0.407088 1.968059 0.1 0.0 -0.2
H 4.478113 -0.818889 -0.918212 0.5 -0.3 -0.2
H -0.577614 0.715901 0.811107 -0.1 -0.2 -0.2
H -0.309955 -0.413545 -0.394693 -0.2 0.1 0.3
H -2.892602 -1.879730 -1.136158 0.0 0.1 0.1
N 2.829197 0.500498 -0.965436 0.2 -0.4 0.3
N -0.876909 -0.156565 0.404370 -0.8 -0.7 0.2
N -4.252354 0.618604 0.341413 0.7 -0.2 0.0
N -3.043664 0.825986 0.664652 -0.6 0.2 0.1
O 0.846018 1.530080 -0.163134 1.0 0.6 -0.3
O 3.234161 -0.881924 0.719557 -0.1 0.0 0.1
O -4.294855 -0.513396 -0.446327 -0.1 0.0 0.0
```
Positions in Å, forces in eV/Å.

Results
Energy above the lowest of the compared OMol25 structures with the same formula, charge and spin: 3.33 kcal per mole
Gap between HOMO and LUMO: 9.2 eV
Net charge: 0
Molar mass: 170.1 Da
Strongest force on any atom: 1.21 eV/A
Structure (SMILES): Nc1conn1.Oc1cocn1
Lowest unoccupied orbital energy: 0.5541 eV
Multiplicity: 1
Total energy: -638.78304 hartree